1.
Here is 8 unconnected molecules or ions with the total composition C28H50Cl4O12S3 in a non-equilibrium geometry from the OMol25 dataset. Energies are from ωB97M-V with the def2-TZVPD basis set.

Output
Total charge: 0
Energy above the lowest of the compared OMol25 structures with the same formula, charge and spin in kJ/mol: 257.6
Frontier orbital gap in eV: 9.87

CARTESIAN COORDINATES (ANGSTROEM)
C1 1.8364 -1.1514 6.9260
C2 3.2425 -1.3982 6.3475
C3 3.1747 -2.2451 5.1093
S1 1.8232 -1.4475 4.1124
O1 0.8755 -2.4631 3.6379
O2 2.4448 -0.4911 3.2437
C4 1.1818 -0.5180 5.6643
H1 1.8234 -0.4630 7.7710
H2 1.2088 -1.9729 7.2716
H3 3.8489 -1.9256 7.0839
H4 3.7810 -0.4718 6.1478
H5 2.7944 -3.1662 5.5511
H6 4.0895 -2.3349 4.5236
H7 0.0942 -0.4749 5.6064
H8 1.4951 0.5256 5.6947
C5 -5.7275 -0.8628 -0.6442
C6 -6.5938 -0.0386 0.3073
C7 -6.4289 1.4595 -0.0586
S2 -6.5507 1.5407 -1.8566
O3 -5.6422 2.5322 -2.3828
O4 -7.9311 1.4635 -2.3338
C8 -5.7785 -0.1494 -2.0080
H9 -5.9114 -1.9368 -0.6739
H10 -4.6992 -0.6526 -0.3500
H11 -6.2945 -0.2148 1.3405
H12 -7.6377 -0.2967 0.1289
H13 -5.3777 1.7082 0.0872
H14 -7.1396 2.1994 0.3094
H15 -4.8377 0.0376 -2.5258
H16 -6.4031 -0.6594 -2.7413
C9 2.1220 -4.0471 -5.8957
C10 3.4841 -3.6906 -5.2072
C11 3.3176 -3.0250 -3.8801
S3 1.5980 -2.1968 -3.9855
O5 1.7331 -0.7764 -4.2035
O6 0.6043 -2.7690 -3.0549
C12 1.2843 -2.8041 -5.6373
H17 1.8060 -4.9649 -5.4000
H18 2.4039 -4.1692 -6.9415
H19 3.9546 -2.9637 -5.8692
H20 4.1601 -4.5358 -5.0776
H21 4.0591 -2.2585 -3.6547
H22 3.3084 -3.6750 -3.0053
H23 1.6152 -2.0262 -6.3254
H24 0.2199 -2.8444 -5.8687
O7 -4.0862 -4.8777 -0.2073
C13 -2.8626 -4.7753 -0.1107
O8 -2.0700 -5.6512 -0.6484
C14 -0.6137 -5.2972 -0.5941
C15 -0.6683 -4.1004 0.3285
C16 -2.0723 -3.5910 0.3163
H25 -0.2552 -4.9425 -1.5604
H26 -0.0222 -6.1566 -0.2784
H27 0.1166 -3.3577 0.1854
H28 -0.5002 -4.4998 1.3287
H29 -2.3157 -2.8531 -0.4482
H30 -2.4749 -3.3097 1.2893
O9 6.1203 1.5463 -2.1451
C17 5.5786 2.0599 -1.1850
O10 6.1105 2.0960 0.1132
C18 5.2515 2.8814 0.9895
C19 3.9404 2.5529 0.3316
C20 4.2033 2.6321 -1.1647
H31 5.5164 3.9355 0.9067
H32 5.5454 2.5616 1.9892
H33 3.1994 3.2483 0.7259
H34 3.5264 1.5656 0.5365
H35 4.3456 3.6523 -1.5211
H36 3.4768 2.1316 -1.8048
O11 -2.7088 0.8750 0.6280
C21 -1.5530 0.6205 0.2878
O12 -1.1710 0.0700 -0.9178
C22 0.1923 0.0130 -1.1138
C23 0.7486 0.7547 0.1432
C24 -0.3615 0.8674 1.1802
H37 0.5590 0.5094 -2.0123
H38 0.4967 -1.0337 -1.1151
H39 1.0744 1.7538 -0.1463
H40 1.5878 0.2798 0.6514
H41 -0.5485 1.8485 1.6167
H42 -0.3598 0.1139 1.9679
Cl1 -1.0863 4.7602 -4.9183
C25 -1.5381 4.4829 -3.2212
C26 -0.5843 3.4309 -2.6483
Cl2 1.0371 4.0599 -2.4231
H43 -2.5636 4.1149 -3.1892
H44 -1.5906 5.3844 -2.6108
H45 -0.5286 2.4884 -3.1931
H46 -1.0639 3.1713 -1.7045
Cl3 -2.1169 6.8545 4.4795
C27 -0.6078 6.1163 4.0770
C28 -0.7620 5.0837 2.9843
Cl4 0.6282 4.1019 2.6594
H47 -0.0906 5.6677 4.9252
H48 0.1104 6.8349 3.6821
H49 -1.0469 5.5367 2.0348
H50 -1.5734 4.4027 3.2412

***

2.
Here is a molecular structure, C2H2FN3S in a non-equilibrium geometry from the OMol25 dataset. Energies are from ωB97M-V with the def2-TZVPD basis set.

Output
Total charge: 0
Energy above the lowest of the compared OMol25 structures with the same formula, charge and spin in kJ/mol: 81.6
Frontier orbital gap in eV: 10.01

CARTESIAN COORDINATES (ANGSTROEM)
C1 -0.4789 -0.2920 -0.4311
C2 0.2367 -0.1635 0.7666
H1 -2.1144 -1.1541 0.6360
H2 1.9611 1.5237 -1.0190
N1 0.3066 0.4487 -1.2854
N2 1.2271 0.9768 -0.5105
N3 1.2631 0.5141 0.6673
F1 -0.3228 -0.7463 1.9040
S1 -2.0785 -1.1074 -0.7280

***

3.
Here is 3 unconnected molecules or ions with the total composition C3H8O4S in a non-equilibrium geometry from the OMol25 dataset. Energies are from ωB97M-V with the def2-TZVPD basis set.

Output
Total charge: -2
Energy above the lowest of the compared OMol25 structures with the same formula, charge and spin in kJ/mol: 136.1
Frontier orbital gap in eV: 4.68

CARTESIAN COORDINATES (ANGSTROEM)
O1 2.2123 1.6599 -1.3875
C1 1.1280 1.0565 -1.2246
O2 1.1242 -0.1261 -0.7464
C2 -0.1100 1.9879 -1.1047
C3 -1.4551 1.4226 -1.5097
S1 -2.8641 2.7084 -1.9788
H1 -0.0159 2.9636 -1.6382
H2 -0.2424 2.3071 -0.0735
H3 -1.1501 0.9435 -2.5591
H4 -1.8197 0.5567 -0.9595
H5 0.1686 -4.1748 4.0147
H6 0.9548 -3.4873 2.9077
O3 0.9252 -3.5324 3.9091
H7 0.9347 -1.3949 0.2968
H8 -0.1663 -1.0280 1.1115
O4 0.3759 -1.8624 0.9423

***

4.
Here is a molecular structure, C32H34GeN8STc in a non-equilibrium geometry from the OMol25 dataset. Energies are from ωB97M-V with the def2-TZVPD basis set.

Output
Total charge: +3
Energy above the lowest of the compared OMol25 structures with the same formula, charge and spin in kJ/mol: 549.0
Frontier orbital gap (spin up / spin down) in eV: 4.39 / 4.41

CARTESIAN COORDINATES (ANGSTROEM)
Tc1 -0.3040 1.3980 1.0583
C1 -2.9506 4.3647 -0.8572
C2 -2.3119 3.3790 0.0511
N1 -1.2347 2.6042 -0.3324
N2 -0.8643 2.7658 -1.5941
C3 0.1016 1.9687 -1.9990
N3 0.5271 2.0313 -3.2444
S1 0.8719 0.7838 -0.9273
C4 -2.6729 3.1262 1.3484
C5 -3.4649 3.8254 2.3185
C6 -3.4855 3.5883 3.6617
C7 -2.8161 2.5481 4.4574
C8 -1.6513 1.9635 4.1592
N4 -1.9058 2.0718 1.9142
H1 -3.1191 3.9278 -1.8393
H2 -2.2928 5.2257 -0.9960
H3 -3.8983 4.7040 -0.4481
H4 0.1087 2.6967 -3.8812
H5 1.2634 1.4237 -3.5828
H6 -4.0833 4.6345 1.9511
H7 -4.1609 4.2132 4.2329
H8 -3.3642 2.2232 5.3382
H9 -0.2918 0.4619 4.5258
N5 -1.3037 0.6577 4.7002
C9 -0.9646 2.3722 2.9041
N6 -2.0978 0.7232 1.6143
C10 -2.3838 -0.2856 2.6042
C11 -3.0769 -1.3586 2.0411
C12 -3.4221 -2.4827 2.7745
C13 -3.0957 -2.5604 4.1178
C14 -2.4149 -1.5082 4.7111
C15 -2.0562 -0.3982 3.9677
H10 -1.5035 0.5881 5.7017
H11 -0.7138 3.4307 2.8977
H12 -3.3649 -1.2715 1.0020
H13 -3.9736 -3.2826 2.3001
H14 -3.3806 -3.4185 4.7101
H15 -2.1719 -1.5534 5.7670
C16 -1.3200 -1.4832 -2.1930
Ge1 0.6090 -1.4266 -2.0777
C17 1.3470 -2.3991 -0.5824
C18 2.6445 -2.9149 -0.5605
C19 3.0974 -3.6343 0.5388
C20 2.2571 -3.8578 1.6211
C21 0.9555 -3.3649 1.6038
C22 0.5049 -2.6348 0.5122
C23 1.4864 -1.1165 -3.7405
C24 0.6979 -1.3693 -4.8482
C25 1.2144 -1.2713 -6.1516
C26 2.5189 -0.9026 -6.3290
C27 3.3606 -0.6086 -5.2264
C28 4.7071 -0.2181 -5.4266
C29 5.5148 0.0689 -4.3642
C30 5.0055 -0.0176 -3.0532
C31 3.7100 -0.3964 -2.8306
C32 2.8496 -0.7137 -3.9076
H16 -1.6313 -2.4536 -2.5832
H17 -1.6816 -0.7085 -2.8682
H18 -1.7787 -1.3410 -1.2156
H19 3.3040 -2.7848 -1.4088
H20 4.0990 -4.0423 0.5383
H21 2.6053 -4.4450 2.4607
H22 0.2770 -3.5968 2.4165
H23 -0.5239 -2.2869 0.5010
H24 -0.3388 -1.6640 -4.7328
H25 0.5816 -1.4939 -6.9990
H26 2.9330 -0.8285 -7.3270
H27 5.0840 -0.1534 -6.4390
H28 6.5425 0.3642 -4.5218
H29 5.6513 0.2169 -2.2175
H30 3.3463 -0.4588 -1.8111
N7 0.9891 -0.4169 3.3518
N8 1.2973 0.2580 2.1095
H31 1.8512 -0.8185 3.7217
H32 0.4045 -1.2119 3.0957
H33 1.7435 -0.4107 1.4756
H34 2.0078 0.9555 2.3401

***

5.
Here is 2 unconnected molecules or ions with the total composition C2ClF4N in a non-equilibrium geometry from the OMol25 dataset. Energies are from ωB97M-V with the def2-TZVPD basis set.

Output
Total charge: 0
Energy above the lowest of the compared OMol25 structures with the same formula, charge and spin in kJ/mol: 848.0
Frontier orbital gap (spin up / spin down) in eV: 8.88 / 8.68

CARTESIAN COORDINATES (ANGSTROEM)
C1 0.2178 -0.0996 0.2691
C2 -1.1921 -0.4413 0.1515
N1 2.0987 -0.3398 -1.1742
F1 0.4299 1.2122 0.2816
F2 -2.0745 0.4563 -0.3001
F3 -1.7423 -1.6108 -0.1349
F4 2.9328 0.4411 -0.6370
Cl1 -0.7967 -0.4877 2.0219

***

6.
Here is a molecular structure, C32H30BrF5HfN5O5S3 in a non-equilibrium geometry from the OMol25 dataset. Energies are from ωB97M-V with the def2-TZVPD basis set.

Output
Total charge: -1
Energy above the lowest of the compared OMol25 structures with the same formula, charge and spin in kJ/mol: 61.9
Frontier orbital gap in eV: 6.46

CARTESIAN COORDINATES (ANGSTROEM)
Hf1 0.3581 -0.6092 0.5524
C1 5.5434 -1.4084 2.5699
S1 4.8879 -2.8935 1.7834
C2 3.3702 -2.2886 1.0840
S2 3.2605 -0.6630 0.5573
N1 2.4795 -3.2228 0.9828
N2 1.3296 -2.7793 0.3333
C3 0.5742 -3.7288 -0.0759
C4 -0.5841 -3.3846 -0.9078
C5 -1.3408 -4.3580 -1.5376
C6 -2.3229 -3.9553 -2.4270
C7 -2.4871 -2.6045 -2.6777
C8 -1.6850 -1.6969 -2.0006
N3 -0.7629 -2.0702 -1.1204
H1 6.4582 -1.7202 3.0724
H2 4.8379 -1.0228 3.3032
H3 5.7771 -0.6415 1.8381
H4 0.8361 -4.7661 0.1105
H5 -1.1605 -5.4003 -1.3173
H6 -2.9468 -4.6876 -2.9223
H7 -3.2260 -2.2406 -3.3749
H8 -1.7827 -0.6379 -2.1730
C9 1.4444 3.5187 -0.1526
C10 1.6489 2.7787 1.1184
N4 1.4016 1.5052 1.3667
C11 1.7903 1.2854 2.6629
C12 2.2802 2.4270 3.2097
N5 2.1832 3.3659 2.2148
C13 2.8630 2.7978 4.5166
O1 2.9755 1.8301 5.4010
O2 3.2103 3.9405 4.7165
C14 1.6518 -0.0624 3.2393
O3 2.0973 -0.3094 4.3615
O4 1.0621 -0.8934 2.4685
H9 0.9472 2.8826 -0.8758
H10 2.4032 3.8340 -0.5658
H11 0.8293 4.4027 0.0133
H12 2.4715 4.3241 2.3330
H13 2.6325 0.9584 5.0243
C15 2.0502 -1.1728 -2.5849
C16 2.1484 0.2596 -3.0902
C17 3.0884 1.1247 -2.2498
C18 0.8075 0.9428 -3.2801
C19 0.5775 1.4671 -4.5492
C20 -0.5606 2.1823 -4.8579
C21 -1.4863 2.3870 -3.8547
C22 -1.3265 1.8840 -2.5636
C23 -2.4404 2.2447 -1.5882
C24 -1.9444 3.1057 -0.4294
C25 -3.3006 1.0652 -1.1390
C26 -0.1624 1.1295 -2.2683
O5 0.0100 0.6120 -1.0332
H14 3.0234 -1.6656 -2.5961
H15 1.3394 -1.7549 -3.1747
H16 1.7270 -1.1760 -1.5444
H17 2.5857 0.2070 -4.0934
H18 2.7087 1.2483 -1.2363
H19 3.1898 2.1133 -2.7025
H20 4.0760 0.6682 -2.1719
H21 1.3340 1.3054 -5.3080
H22 -0.7190 2.5788 -5.8516
H23 -2.3830 2.9571 -4.0664
H24 -3.1084 2.8786 -2.1792
H25 -1.2189 2.5730 0.1809
H26 -2.7769 3.3731 0.2234
H27 -1.4922 4.0253 -0.8081
H28 -2.7295 0.2832 -0.6486
H29 -3.8306 0.6323 -1.9914
H30 -4.0460 1.3990 -0.4156
Br1 -1.5596 0.6446 1.8686
F1 -6.5754 -0.8536 3.5102
C27 -5.3618 -1.3015 3.1524
C28 -5.0440 -1.4744 1.8174
F2 -5.9520 -1.1809 0.8726
C29 -3.7928 -1.9465 1.4709
F3 -3.5436 -2.0771 0.1546
C30 -2.8086 -2.2550 2.4043
S3 -1.2056 -2.7849 1.9348
C31 -3.1679 -2.0723 3.7376
F4 -2.2980 -2.3307 4.7186
C32 -4.4162 -1.6072 4.1145
F5 -4.7203 -1.4443 5.4104

***

7.
Here is a molecular structure, C11H13CeN4O5 in a non-equilibrium geometry from the OMol25 dataset. Energies are from ωB97M-V with the def2-TZVPD basis set.

Output
Multiplicity: 2
Total charge: +2
Expectation value of S²: 0.752
Frontier orbital gap (spin up / spin down) in eV: 5.77 / 5.79

CARTESIAN COORDINATES (ANGSTROEM)
O1 -0.0368 5.7205 -3.0068
C1 -0.1062 4.9693 -3.8757
Ce1 0.0759 0.2725 -2.1637
C2 0.1939 -2.1076 -3.7709
O2 0.3465 -3.2746 -3.5095
C3 -0.5068 -1.8004 -5.2244
O3 -0.3056 -1.0221 -6.0782
C4 2.2997 -0.5684 -3.1184
O4 3.3132 -0.9650 -3.5494
C5 -2.2317 -0.6033 -3.1706
O5 -3.2452 -0.9041 -3.7335
H1 0.3252 2.0699 -2.1567
C6 -0.1575 1.3480 1.0323
N1 -0.0064 -0.0482 0.3639
C7 -1.1418 -0.8941 0.9581
N2 -1.1457 -0.9309 2.4373
C8 -1.2610 0.4466 2.9827
N3 -0.1605 1.3237 2.4946
C9 1.1043 0.7038 2.9846
N4 1.2886 -0.6669 2.4465
C10 1.2845 -0.6309 0.9633
C11 0.1418 -1.4544 2.9355
H2 -1.1218 1.7697 0.6777
H3 0.6841 1.9727 0.6740
H4 -1.0134 -1.9168 0.5844
H5 -2.0941 -0.4656 0.6127
H6 -1.2249 0.4007 4.0591
H7 -2.2291 0.8844 2.6351
H8 1.9577 1.3400 2.6387
H9 1.0781 0.6552 4.0643
H10 1.3757 -1.6596 0.5927
H11 2.1244 -0.0113 0.6235
H12 0.1364 -1.4348 4.0245
H13 0.2585 -2.5181 2.5723

***

8.
Here is a molecular structure, C5H10N2O in a non-equilibrium geometry from the OMol25 dataset. Energies are from ωB97M-V with the def2-TZVPD basis set.

Output
Total charge: 0
Energy above the lowest of the compared OMol25 structures with the same formula, charge and spin in kJ/mol: 776.3
Frontier orbital gap in eV: 8.62

CARTESIAN COORDINATES (ANGSTROEM)
C1 0.7183 -0.9168 0.5849
C2 -0.6090 -0.7529 1.3710
C3 -0.0054 1.4107 0.2798
C4 -0.7762 1.4503 -1.2100
C5 0.8797 0.3006 -0.3553
H1 0.0757 -1.4679 -1.2493
H2 1.4830 -1.0935 1.3068
H3 -1.5765 -0.7747 0.8570
H4 -0.8156 -1.2277 2.2397
H5 -1.0343 1.1004 2.5994
H6 0.4302 2.4048 0.5059
H7 -1.9147 1.4863 -0.9151
H8 -0.1076 2.3262 -1.6466
H9 0.0037 -0.4020 -2.4482
H10 1.9309 0.3364 -0.6587
N1 -0.5688 0.6962 1.3924
N2 -0.1870 -0.1617 -1.4027
O1 0.6963 -1.9226 -0.5676